Entry from the Open Molecules 2025 dataset: C5H8O in the gas phase at a distorted geometry (ωB97M-V/def2-TZVPD).

Summary:
HOMO (spin up / spin down)   -7.95 / -7.48 eV
LUMO energy (spin up / spin down)   0.024 / 0.010 Ha
HOMO-LUMO gap (spin up / spin down)   8.60 / 7.74 eV
Total energy   -270.414617 Ha
Relative energy (zero: lowest compared OMol25 entry of this formula, charge and spin)   89.9 kcal per mole

```
14
C5H8O, DFT ωB97M-V/def2-TZVPD
O -1.85972 -0.71816 -0.01722
C -1.78425 0.69760 -0.10863
C 1.87691 -0.33411 -0.04139
C -0.30985 1.00182 0.14607
C -0.53333 -1.07751 0.19116
C 0.43636 -0.16214 -0.48090
H 0.35602 -0.16919 -1.57421
H -2.12491 1.05261 -1.08917
H 2.46179 0.53326 -0.34487
H -0.00035 1.43546 1.07860
H 1.93967 -0.43290 1.04153
H -2.43932 1.11013 0.66128
H 2.31150 -1.22107 -0.49834
H -0.33051 -1.71579 1.03609
```